1.
Entry from the OMol25 dataset: a molecular structure, C14H29BFINO4PSSi2 (ωB97M-V/def2-TZVPD).

```
! wB97M-V def2-TZVPD RIJCOSX def2/J DEFGRID3
* xyz 0 1
C 0.5961 -1.1534 1.1021
C -0.3052 -0.1038 0.4588
N 0.3224 0.7559 -0.5559
Si 1.0116 -0.0050 -1.9612
C 2.8045 -0.5553 -1.7374
C 3.5742 0.4390 -0.8711
C 5.1010 0.2707 -0.7118
I 5.9913 -1.4315 -1.6399
O 0.1055 -1.3915 -2.2387
Si -1.3212 -1.3125 -3.0573
C -2.4896 0.0383 -2.4718
O -3.2146 -0.4566 -1.3579
C -4.3250 0.3357 -0.9836
C -5.4004 -0.5642 -0.4123
P -2.3371 -3.3118 -2.7049
S -2.4019 -4.4192 -4.3221
B 1.0306 1.2856 -3.5092
O 0.9776 0.9729 -4.8338
O 1.1951 2.6225 -3.2006
H 1.5486 -0.7366 1.4257
H 0.0991 -1.5383 1.9940
H 0.7704 -2.0111 0.4541
H -0.6623 0.5388 1.2618
H -1.1862 -0.5941 0.0542
H 0.9628 1.4040 -0.1174
H 2.8484 -1.5684 -1.3404
H 3.2423 -0.6024 -2.7381
H 3.1440 0.3792 0.1286
H 3.3663 1.4511 -1.2246
H 5.3448 0.1515 0.3362
H 5.6123 1.1519 -1.0795
H -1.1305 -1.2392 -4.5173
H -1.9999 0.9918 -2.2513
H -3.1851 0.2265 -3.3016
H -4.7263 0.8701 -1.8493
H -4.0258 1.0970 -0.2582
H -5.7967 -1.1926 -1.2063
H -6.2170 0.0423 -0.0282
H -4.9849 -1.1795 0.3804
H -3.5708 -3.0652 -2.0838
H -1.5936 -3.9224 -1.6798
H 0.9136 0.0322 -5.0039
H 1.9070 2.9852 -3.7338
F -1.2768 1.1410 3.2961
C -0.2857 1.1684 4.2128
C -0.5456 0.7237 5.4919
C 0.4822 0.7491 6.4230
C 1.7392 1.2185 6.0682
C 1.9723 1.6627 4.7744
C 0.9549 1.6371 3.8319
H -1.5340 0.3663 5.7469
H 0.2989 0.3998 7.4299
H 2.5355 1.2382 6.7994
H 2.9498 2.0329 4.4960
H 1.1139 1.9748 2.8162
*
```

Summary:
Gap between HOMO and LUMO, eV: 8.48
LUMO, eV: 0.31

2.
Entry from the OMol25 dataset: a molecular structure, C26H32IN5O8ReSSi (ωB97M-V/def2-TZVPD).

```
! wB97M-V def2-TZVPD RIJCOSX def2/J DEFGRID3
* xyz 0 2
Re 1.1504 -0.5686 -0.0143
O 4.6992 1.3942 -0.9436
C 3.6301 1.1052 -0.4550
O 2.8826 0.1583 -0.8875
C 3.0919 1.9893 0.7151
C 1.6571 2.4674 0.4248
C 1.2886 3.6434 1.3391
C 1.1174 2.9287 2.6926
C 1.3873 1.4747 2.2942
O 0.8495 1.4156 0.9633
C 2.8966 1.2739 2.0713
C 3.2607 -0.2495 2.0951
O 4.2993 -0.5948 2.6082
O 2.3608 -1.0280 1.6330
H 3.7997 2.8144 0.8042
H 1.4380 2.6122 -0.6315
H 0.3510 4.0911 1.0142
H 2.0526 4.4154 1.3501
H 0.1085 3.0360 3.0860
H 1.8180 3.2734 3.4467
H 0.9137 0.7288 2.9316
H 3.5067 1.7287 2.8516
C -1.9217 -4.1998 -0.4585
C -2.1235 -2.8925 -1.1635
C -3.3599 -2.5385 -1.6898
C -3.4842 -1.2835 -2.2693
C -2.3900 -0.4482 -2.3371
C -1.1689 -0.8702 -1.7854
N -1.0750 -2.0829 -1.2100
N -0.0355 -0.1157 -1.7066
Si 0.2177 1.0686 -3.0047
C -0.3583 0.2810 -4.6577
C -0.7834 2.6666 -2.6529
C 2.0354 1.5317 -3.3200
H -2.2338 -5.0301 -1.0881
H -2.5261 -4.2269 0.4478
H -0.8723 -4.3174 -0.1994
H -4.1981 -3.2135 -1.6167
H -4.4421 -0.9526 -2.6430
H -2.4858 0.5401 -2.7433
H -1.4242 0.3964 -4.8162
H -0.1385 -0.7810 -4.7174
H 0.1410 0.7578 -5.4952
H -1.8548 2.4974 -2.6385
H -0.5876 3.4072 -3.4201
H -0.5274 3.1106 -1.6965
H 2.7179 0.6928 -3.2473
H 2.4017 2.2907 -2.6394
H 2.1265 1.9431 -4.3203
N -0.4035 -1.4485 1.3920
C -1.3354 -0.6007 2.0826
C -1.5445 -0.7626 3.4488
C -2.4060 0.0937 4.1164
C -3.0261 1.0929 3.4064
C -2.8564 1.2591 2.0529
C -2.0085 0.3935 1.3808
S -4.0598 2.2759 4.3612
O -4.5016 3.2152 3.3536
O -3.0683 2.7675 5.2982
O -5.0687 1.3880 4.8992
H 0.1628 -1.9519 2.0794
H -0.9087 -2.1387 0.8321
H -1.0336 -1.5512 3.9849
H -2.6040 -0.0086 5.1695
H -3.3746 2.0610 1.5530
H -1.8404 0.4994 0.3191
I 3.0458 -6.4244 -0.7087
C 2.4405 -4.4659 -1.0634
C 2.3300 -3.8480 -2.2924
N 1.8826 -2.6058 -2.0547
N 1.6915 -2.3987 -0.7545
C 2.0300 -3.5158 -0.1237
H 2.5387 -4.2215 -3.2742
H 1.6998 -1.8484 -2.7022
H 2.0127 -3.5951 0.9450
*
```

Summary:
<S²>: 0.7750
Gap between HOMO and LUMO (alpha / beta), eV: 4.37 / 4.93
LUMO (alpha / beta), eV: -3.43 / -2.87

3.
Entry from the OMol25 dataset: 12 unconnected molecules or ions with the total composition C6H33N2O11 (ωB97M-V/def2-TZVPD).

```
! wB97M-V def2-TZVPD RIJCOSX def2/J DEFGRID3
* xyz 2 2
C -1.4446 0.6369 -2.4682
C -0.6409 -0.6513 -2.0847
N -0.2872 -0.8025 -0.6235
C 0.6280 -0.0368 0.1125
C 0.5921 -0.4625 1.4126
N -0.3393 -1.4128 1.5297
C -0.8124 -1.7303 0.2826
C -0.7504 -2.0293 2.7805
H -1.6297 0.5700 -3.5403
H -0.9037 1.5812 -2.4055
H -2.4178 0.7555 -1.9919
H 0.2967 -0.8137 -2.6162
H -1.2950 -1.4938 -2.3094
H 1.1496 0.6950 -0.4865
H 1.1581 -0.1410 2.2743
H -1.5934 -2.4269 0.0155
H -1.5295 -2.7765 2.6295
H -0.8568 -1.3644 3.6377
H 0.1199 -2.5675 3.1562
O 1.6972 1.8090 3.8027
H 0.8296 1.6309 4.1656
H 2.1918 2.1792 4.5338
O -4.5787 0.4481 -0.6932
H -4.5277 0.2751 0.2468
H -5.1081 1.2425 -0.7628
O 1.8565 -1.9306 4.8013
H 1.2271 -2.0381 5.5144
H 2.5877 -1.4554 5.1960
O -1.9778 3.5024 -4.3051
H -2.9220 3.6009 -4.1823
H -1.8882 3.1157 -5.1761
O 0.0513 3.8304 -0.3012
H 0.7102 3.4069 0.2491
H 0.1936 3.4615 -1.1729
O 3.7989 0.6477 -2.3514
H 3.7019 0.3012 -1.4644
H 3.3845 1.5099 -2.3189
O 0.3816 4.2389 -3.0025
H -0.3362 4.0486 -3.6065
H 0.3375 5.1856 -2.8679
O 2.9908 -3.6043 2.8904
H 2.5860 -2.7839 3.1720
H 2.2691 -4.2328 2.8686
O -3.3066 -4.0984 1.2447
H -3.0141 -4.6945 1.9341
H -3.0444 -4.5268 0.4298
O 1.9335 2.5467 1.0038
H 2.8666 2.6894 0.8448
H 1.8794 2.3273 1.9339
O 1.0250 -2.6552 -4.2809
H 1.9346 -2.3763 -4.1762
H 0.8255 -3.1309 -3.4746
*
```

Summary:
<S²>: 0.7556
Gap between HOMO and LUMO (alpha / beta), eV: 10.05 / 2.79
LUMO (alpha / beta), eV: -5.41 / -12.68

4.
Entry from the OMol25 dataset: a molecular structure, C32H22AsBr2N4OS7Tc (ωB97M-V/def2-TZVPD).

```
! wB97M-V def2-TZVPD RIJCOSX def2/J DEFGRID3
* xyz 2 1
Tc -0.0710 -1.5030 -0.4236
S -0.3186 -1.9601 1.8200
C 1.1644 -1.5633 2.6493
C 1.3767 -2.0306 3.9391
C 2.5093 -1.6376 4.6446
C 2.7257 -2.1510 5.9741
N 2.8808 -2.5830 7.0302
C 3.4250 -0.7449 4.0698
C 3.2315 -0.3049 2.7657
C 2.1194 -0.7396 2.0724
S 1.9148 -0.2241 0.3955
C 4.5521 -0.2527 4.8193
N 5.4488 0.1770 5.4010
H 0.6536 -2.6906 4.4058
H 3.9486 0.3725 2.3137
Br -6.5892 -3.0782 -0.9312
C -4.7997 -2.6093 -0.7776
C -4.4246 -1.2862 -0.6186
C -3.0872 -0.9914 -0.5143
N -2.1226 -1.9292 -0.5762
C -2.4915 -3.2185 -0.7214
C -3.8178 -3.5840 -0.8185
C -1.3777 -4.1786 -0.7982
C -1.5880 -5.5291 -0.9651
C -0.5063 -6.3826 -1.1001
Br -0.7715 -8.2029 -1.3372
C 0.7648 -5.8462 -1.0541
C 0.9027 -4.4940 -0.8475
N -0.1341 -3.6460 -0.7169
H -5.1628 -0.4971 -0.5689
H -2.7634 0.0221 -0.3701
H -4.1030 -4.6203 -0.9275
H -2.5899 -5.9314 -0.9927
H 1.6441 -6.4672 -1.1649
H 1.8950 -4.0910 -0.7832
S 2.6001 -3.2955 -3.9452
As 1.9278 -1.4277 -3.5695
S 2.3736 -1.8566 -0.6139
S -0.1422 -1.3752 -2.8017
S 2.8183 0.3544 -3.9303
O -0.6065 0.4945 -0.3721
S -0.9496 1.6605 -1.3408
C -1.5049 2.9610 -0.1644
C -0.7989 2.9041 1.1613
C -1.1579 1.9527 2.1172
C -0.4722 1.8710 3.3197
C 0.5844 2.7396 3.5819
C 0.9414 3.6970 2.6415
C 0.2516 3.7769 1.4357
C 0.6263 2.3808 -1.8213
C 0.3415 3.5369 -2.7478
C -0.3046 3.3123 -3.9619
C -0.5978 4.3768 -4.8038
C -0.2479 5.6692 -4.4375
C 0.4047 5.8978 -3.2345
C 0.6934 4.8340 -2.3881
H -2.5796 2.8053 -0.0634
H -1.3205 3.8881 -0.7085
H -2.0013 1.2924 1.9345
H -0.7734 1.1406 4.0641
H 1.1094 2.6891 4.5299
H 1.7471 4.3922 2.8496
H 0.5044 4.5564 0.7225
H 1.1706 1.5791 -2.3262
H 1.1491 2.6746 -0.9090
H -0.5639 2.2992 -4.2584
H -1.0967 4.1974 -5.7486
H -0.4782 6.4995 -5.0950
H 0.6912 6.9047 -2.9530
H 1.2226 5.0141 -1.4558
*
```

Summary:
Gap between HOMO and LUMO (alpha / beta), eV: 5.18 / 5.16
LUMO (alpha / beta), eV: -8.77 / -8.79

5.
Entry from the OMol25 dataset: a molecular structure, C25H43BiCl3N5O4Si (ωB97M-V/def2-TZVPD).

```
! wB97M-V def2-TZVPD RIJCOSX def2/J DEFGRID3
* xyz 0 1
C -0.7790 -0.7968 -4.9884
C 0.4889 -0.1235 -5.4135
H -1.6339 -0.3931 -5.5410
H -0.9602 -0.6590 -3.9130
H -0.7358 -1.8797 -5.1869
C 0.6289 0.5655 -6.5548
C -0.4116 0.6266 -7.6189
H 1.5513 1.1136 -6.7483
H -1.4249 0.7567 -7.2177
H -0.4204 -0.2779 -8.2452
H -0.1997 1.4713 -8.2815
Bi -2.4520 -1.5413 2.9016
Cl -1.7349 -3.9867 2.9019
Cl -2.2157 -1.3877 0.3301
C 0.8361 -1.5515 2.4874
O 0.0282 -0.6391 2.7890
N 2.1452 -1.3348 2.3282
C 2.7218 -0.0291 2.6343
C 3.0446 -2.3812 1.8558
H 0.5073 -2.5945 2.3363
H 2.0033 0.5349 3.2335
H 2.9425 0.5297 1.7132
H 3.6564 -0.1685 3.1890
H 2.4767 -3.3145 1.7694
H 3.8678 -2.5183 2.5710
H 3.4629 -2.1214 0.8713
H -5.4133 0.8714 0.0113
H -2.8130 1.2581 -0.4528
C -5.3583 1.6004 0.8331
C -3.0351 2.1462 0.1586
N -3.9726 1.8150 1.2187
H -5.9141 1.2126 1.6920
C -3.5333 1.4818 2.4374
O -2.3273 1.3076 2.7283
H -2.1101 2.5212 0.6070
H -4.3293 1.3279 3.1848
H -5.7977 2.5488 0.4961
H -3.4903 2.9141 -0.4781
O 1.4322 0.8123 -3.4434
C 1.6318 -0.2120 -4.4129
C 3.6939 1.0843 -5.2143
C 3.0211 -0.1303 -5.0460
H 3.2412 2.0089 -4.8374
C 4.9303 1.0962 -5.8752
H 1.5368 -1.1983 -3.9315
C 3.5914 -1.3284 -5.5062
H 5.4593 2.0431 -5.9937
C 5.4701 -0.0878 -6.3885
C 4.7951 -1.3007 -6.2078
H 3.0428 -2.2584 -5.3273
H 6.4157 -0.0672 -6.9336
H 5.2003 -2.2291 -6.6123
Si 1.7534 0.9451 -1.8169
Cl -4.9963 -1.4633 2.4341
C 2.0827 2.7611 -1.5218
C 3.2980 -0.0448 -1.4399
C 0.2449 0.3727 -0.8904
H 2.7806 3.1578 -2.2728
H 2.5213 2.9221 -0.5259
H 1.1510 3.3407 -1.5860
H -0.6395 0.9420 -1.2129
H 0.3347 0.4946 0.1985
H 0.0200 -0.6865 -1.0685
H 4.0988 0.2144 -2.1499
H 3.1184 -1.1262 -1.5204
H 3.6669 0.1695 -0.4257
C -4.1039 -2.2135 8.2699
N -3.2397 -1.2935 7.5491
C -2.6131 -0.2782 8.1891
C -1.7925 0.5553 7.4962
C -1.6758 0.3625 6.0890
N -2.2548 -0.6713 5.4735
C -3.0809 -1.5217 6.1581
O -3.6783 -2.4498 5.6045
N -0.9541 1.2173 5.3310
H -4.1421 -1.9248 9.3240
H -3.7215 -3.2355 8.1883
H -5.1144 -2.1924 7.8514
H -2.8212 -0.1894 9.2619
H -1.2762 1.3875 7.9739
H -0.5390 2.0153 5.7881
H -1.1885 1.2955 4.3414
*
```

Summary:
Gap between HOMO and LUMO, eV: 8.72
LUMO, eV: 0.29

6.
Entry from the OMol25 dataset: 2 unconnected molecules or ions with the total composition C3H10N2S (ωB97M-V/def2-TZVPD).

```
! wB97M-V def2-TZVPD RIJCOSX def2/J DEFGRID3
* xyz 0 1
H 0.0547 -4.2168 0.8175
N 0.6978 -3.5854 1.2999
C 1.1807 -2.7738 0.4526
N 0.5483 -1.8478 -0.3851
H 2.2466 -2.3995 0.4444
H -0.4582 -1.7412 -0.3606
H 0.9052 -1.7890 -1.3298
C -2.2276 1.5392 -0.0476
C -0.8977 1.4877 -0.8942
S 0.5480 2.3484 -0.1003
H -2.1172 2.1269 0.8625
H -2.9294 1.9297 -0.7756
H -2.5406 0.5464 0.3501
H -0.5977 0.4417 -0.8729
H -0.9300 1.9094 -1.8784
H 0.1975 1.9244 1.0888
*
```

Summary:
Gap between HOMO and LUMO, eV: 9.74
LUMO, eV: 0.73
Structure (SMILES): [H]/N=C\N.CCS

7.
Entry from the OMol25 dataset: a molecular structure, C18H42I3NO8P (ωB97M-V/def2-TZVPD).

```
! wB97M-V def2-TZVPD RIJCOSX def2/J DEFGRID3
* xyz 1 1
C -0.7017 -2.4406 -1.6971
C 0.1638 -1.4224 -0.9633
O 1.5495 -1.6766 -1.0918
C -0.1416 -1.5023 0.5293
N 0.9765 -1.0608 1.4794
I -0.0054 -0.9904 3.3793
P 2.3219 -2.3679 1.5881
O 3.5292 -2.1228 0.8104
C 1.6143 0.2848 1.1512
I 3.1197 0.7107 2.5948
C 0.5611 1.3918 0.9056
C 0.7779 2.0104 -0.4801
I 0.4717 2.9879 2.3223
H -0.8015 -2.1815 -2.7513
H -1.7042 -2.4987 -1.2668
H -0.2461 -3.4309 -1.6211
H -0.0798 -0.4203 -1.3320
H 1.7809 -1.9011 -1.9966
H -0.3790 -2.5279 0.8154
H -1.0178 -0.9007 0.7593
H 1.4931 -3.4326 1.2133
H 2.4318 -2.4231 2.9793
H 2.1819 0.1228 0.2362
H -0.4366 0.9653 0.9872
H 1.0782 1.2527 -1.2076
H 1.5779 2.7522 -0.4464
H -0.1218 2.5181 -0.8246
C 3.5747 1.9042 -3.3553
O 3.6094 3.3066 -3.3310
C 4.8633 3.8648 -3.6965
C 4.6850 5.1641 -4.4511
O 4.1944 5.0071 -5.7705
C 2.8065 4.7770 -5.9496
C 1.9351 5.9981 -5.7507
O 1.8047 6.3170 -4.3774
C 1.6027 7.6919 -4.1378
H 4.1534 1.4659 -2.5309
H 2.5276 1.6167 -3.2475
H 3.9559 1.4935 -4.2968
H 5.4286 3.1578 -4.3139
H 5.4498 4.0711 -2.7915
H 5.6811 5.5963 -4.5698
H 4.0758 5.8595 -3.8709
H 2.4477 3.9549 -5.3264
H 2.7089 4.4832 -6.9968
H 0.9450 5.7834 -6.1767
H 2.3628 6.8433 -6.3024
H 2.3629 8.2996 -4.6406
H 1.6770 7.8498 -3.0633
H 0.6144 8.0233 -4.4759
C -4.8698 -4.5160 1.2245
O -4.3885 -4.8579 2.5030
C -2.9854 -4.8396 2.6182
C -2.5462 -4.3990 3.9986
O -2.7420 -3.0173 4.2657
C -4.0682 -2.5673 4.5364
C -4.6162 -2.9878 5.8822
O -4.9596 -4.3553 5.8809
C -4.8919 -4.9582 7.1556
H -4.6410 -5.2880 0.4811
H -5.9499 -4.4144 1.3018
H -4.4463 -3.5627 0.8825
H -2.5488 -4.1669 1.8644
H -2.5808 -5.8465 2.4429
H -1.4627 -4.5441 4.0464
H -3.0068 -5.0238 4.7640
H -4.7547 -2.8592 3.7407
H -3.9938 -1.4774 4.5467
H -5.5057 -2.3751 6.0853
H -3.8770 -2.7748 6.6650
H -3.9236 -4.7698 7.6333
H -5.0176 -6.0293 7.0132
H -5.6839 -4.5948 7.8188
*
```

Summary:
Gap between HOMO and LUMO, eV: 5.75
LUMO, eV: -5.02

8.
Entry from the OMol25 dataset: 2 unconnected molecules or ions with the total composition C4H12 (ωB97M-V/def2-TZVPD).

```
! wB97M-V def2-TZVPD RIJCOSX def2/J DEFGRID3
* xyz 0 1
C 1.8047 0.2493 1.9347
C 1.4669 1.1678 0.7799
H 0.9194 -0.3117 2.1185
H 2.8201 -0.2060 1.7637
H 2.0466 0.8116 2.9471
H 0.7162 1.9821 1.1080
H 1.0478 0.5149 0.0011
H 2.3682 1.7449 0.5196
C -1.3544 -0.8990 -0.7903
C -1.9537 -0.5959 -2.1482
H -1.9245 -0.5483 0.0526
H -1.2031 -1.8654 -0.3396
H -0.2800 -0.5596 -0.7145
H -1.3377 -0.4767 -3.0763
H -2.4537 0.4530 -1.9979
H -2.6829 -1.4609 -2.1585
*
```

Summary:
Gap between HOMO and LUMO, eV: 12.05
LUMO, eV: 1.11
Structure (SMILES): CC.CC

Number 1: E_tot -2647.69692 Ha, maximum force 0.01628 hartree/bohr. Number 2: E_tot -2949.37331 Ha, maximum force 0.07600 hartree/bohr. Number 3: E_tot -1184.85652 Ha, maximum force 0.06485 hartree/bohr. Number 4: E_tot -11778.31242 Ha, maximum force 0.03944 hartree/bohr. Number 5: E_tot -3438.06394 Ha, maximum force 0.02949 hartree/bohr. Number 6: E_tot -627.92954 Ha, maximum force 0.05148 hartree/bohr. Number 7: E_tot -2601.73322 Ha, maximum force 0.00657 hartree/bohr. Number 8: E_tot -159.52966 Ha, maximum force 0.07185 hartree/bohr.